Entry from OMol25: a single C13H8OS2 molecule in a non-equilibrium geometry (ωB97M-V/def2-TZVPD).

```
24
Properties=species:S:1:pos:R:3
O 1.88724 -0.87740 -3.16181
C 1.93141 -0.08756 -2.25899
C 0.68464 0.53247 -1.95030
C -0.51973 0.69546 -1.82680
S -2.27261 0.73676 -1.91454
C -2.80276 0.25742 -0.34005
C -4.04152 0.67627 0.26166
C -4.39471 0.24196 1.55691
C -3.58400 -0.60581 2.26969
C -2.37215 -1.08109 1.68026
C -1.99306 -0.66036 0.42966
C 3.08774 -0.07700 -1.40215
C 3.19775 0.85338 -0.35309
C 4.50222 0.62209 0.39533
C 5.26687 -0.32073 -0.21675
S 4.56958 -1.10075 -1.63601
H -4.72567 1.32629 -0.27819
H -5.27199 0.72399 1.98658
H -3.88248 -1.07799 3.22904
H -1.65511 -1.70974 2.05886
H -1.10978 -1.06331 -0.03627
H 2.44019 1.58889 0.05202
H 4.89180 1.13106 1.28470
H 6.16615 -0.72433 0.17026
```

Results
SMILES string   O=C(C#CSc1ccccc1)c1cccs1
HOMO energy   -8.5 eV
Strongest force on any atom   0.068 hartree/bohr
E   -1371.67028 a.u.

Here are the Mulliken charges for atoms 1 to 6, given in e: O -0.54; C 0.70; C 0.72; C -0.72; S -0.22; C 0.42